Density functional theory data (ωB97M-V with the def2-TZVPD basis set) for 15 unconnected molecules or ions with the total composition C74H179N9O15 in a non-equilibrium geometry.

Output
gap between HOMO and LUMO = 8.5 eV

Structure (ORCA input):
```
! wB97M-V def2-TZVPD RIJCOSX def2/J DEFGRID3
* xyz 0 1
O 3.429 -4.103 1.448
O 2.282 6.292 3.717
O -0.813 -2.309 -8.807
O 0.851 5.049 -1.480
O 3.720 -5.360 -4.469
O -5.795 1.948 4.584
O 5.757 3.414 -0.824
O -6.324 2.708 1.399
O -2.924 0.394 -4.232
O 0.302 -5.665 3.397
O -0.411 6.231 -4.864
O 1.883 -0.320 6.438
O 3.721 -0.641 4.099
O -3.481 -2.280 -4.073
O -1.435 1.544 -2.233
N -0.635 -4.587 3.097
N 2.340 6.003 -4.193
N 4.917 -6.936 3.053
N 2.351 6.263 0.815
N 1.287 1.021 6.504
N 3.760 -3.312 -1.507
N -0.805 1.026 -1.129
N -0.795 -1.283 -7.725
N 3.967 -3.116 5.196
C -1.969 -6.502 2.148
C -2.237 -3.687 -5.681
C 0.948 6.394 -1.177
C -1.584 0.877 -7.146
C -2.452 -3.329 4.338
C -5.354 0.553 -3.866
C -0.929 -0.150 7.017
C -1.819 0.543 -0.061
C 0.991 3.053 7.820
C 1.784 5.377 -5.431
C -6.648 2.709 -0.877
C 2.564 3.937 3.688
C -1.837 6.146 -5.164
C -8.553 2.093 0.581
C 1.731 -4.644 -1.790
C 6.388 -3.129 4.820
C 0.953 8.133 0.762
C 3.298 -4.156 -3.755
C 0.251 5.098 -5.334
C -1.089 0.079 1.165
C 3.552 -5.197 2.318
C 3.198 -4.464 -2.237
C -3.922 2.624 -4.095
C -1.174 -4.204 4.490
C -4.125 1.174 -4.536
C 0.991 -0.268 -0.215
C -2.647 -4.044 1.910
C -0.165 1.378 -6.774
C -1.537 -5.084 2.038
C 1.243 -2.193 -6.719
C 4.352 3.830 -1.088
C 1.206 0.865 9.062
C -1.979 -4.011 -3.254
C 3.556 0.244 2.981
C -3.428 -3.907 3.236
C -0.485 3.019 7.528
C 0.201 4.932 3.524
C 3.413 3.050 -0.116
C -2.296 -3.045 -4.326
C -0.531 4.677 -1.274
C 0.574 -0.969 -7.413
C -3.056 -0.793 -8.489
C 3.123 1.821 7.751
C 1.608 -0.701 -8.541
C -0.197 0.394 4.746
C 4.768 -6.030 1.929
C -1.161 0.389 -9.623
C 2.342 -3.315 1.847
C -2.644 1.835 0.205
C 4.585 -6.742 0.596
C 1.250 0.969 -2.321
C 1.045 6.690 0.334
C -5.439 0.567 4.712
C 0.049 -0.869 0.835
C -0.713 2.257 6.240
C 3.411 -5.212 -5.824
C 1.673 5.100 4.069
C 2.592 4.043 -5.717
C -0.045 -1.173 -2.324
C -4.441 0.252 3.586
C 4.036 3.473 -2.451
C -0.731 -5.075 0.749
C -2.774 -0.494 -0.586
C -0.131 -3.452 5.262
C -0.182 0.891 6.171
C 1.615 1.626 7.803
C -4.832 0.256 6.026
C -1.533 -5.499 5.360
C 0.585 0.119 -6.361
C -7.339 2.969 0.445
C 5.141 -2.301 5.099
C 4.919 -1.363 3.917
C 0.290 0.106 -1.510
C -1.649 -0.165 -8.298
H 3.537 2.413 6.974
H -2.186 -3.074 1.645
H 0.081 4.156 -4.788
H 2.817 4.073 2.630
H -0.957 2.493 8.363
H -9.308 2.392 -0.207
H -5.149 0.559 -2.780
H -6.368 -0.038 4.562
H 4.263 -6.008 -0.101
H -2.095 -5.221 6.240
H 0.209 -2.639 4.606
H -6.290 2.228 5.369
H 2.290 -2.059 -6.450
H 2.271 -3.851 -3.960
H -4.346 -3.294 3.172
H 3.617 1.947 -0.083
H 2.313 -5.034 -5.942
H 1.622 5.187 5.134
H -0.615 -5.997 5.581
H 2.702 -5.907 2.264
H -3.801 2.656 -2.978
H -1.293 -5.663 -0.021
H 6.567 -3.858 5.579
H -5.773 3.381 -0.966
H 1.609 -4.831 -0.722
H 1.314 -5.441 -2.401
H 1.275 3.467 8.802
H 3.467 4.359 -6.341
H -1.968 -3.511 -2.270
H 1.861 6.858 -3.928
H -2.236 5.223 -4.665
H 1.878 3.040 3.651
H -1.235 -3.995 -5.956
H -0.240 1.994 -5.914
H -1.202 5.271 -1.918
H 3.081 -2.703 5.524
H 2.327 -0.308 5.591
H -5.437 0.664 6.839
H 0.317 1.907 -7.574
H 0.208 -0.593 4.631
H -4.102 -0.783 3.772
H 5.219 -1.661 5.919
H 5.568 -7.211 0.162
H 2.176 0.472 -2.576
H -3.676 1.033 3.621
H -0.085 4.939 -6.398
H 0.715 -4.136 5.460
H -2.374 -1.451 -0.773
H 2.657 0.857 3.122
H -0.306 5.853 3.667
H -0.867 -0.305 -10.379
H 2.638 5.350 0.500
H -3.159 -0.531 -4.315
H -2.178 -2.317 3.900
H 3.443 3.815 4.378
H -2.311 -6.913 1.148
H 2.935 3.506 -4.802
H 2.591 -0.521 -8.119
H 4.430 0.931 2.846
H 1.362 0.662 0.284
H -3.322 -1.365 -7.572
H -1.789 2.270 6.012
H -0.799 4.691 -0.230
H -1.905 1.038 -10.086
H 0.559 -1.052 1.856
H 1.534 3.606 7.033
H 3.710 -6.063 -6.395
H 0.797 1.197 -3.333
H -3.812 0.734 6.033
H 4.312 2.438 -2.650
H 5.857 -7.280 3.114
H -5.583 -0.489 -4.202
H 2.943 3.493 -2.513
H 4.338 4.939 -0.929
H 4.085 -3.422 -3.810
H 2.383 6.293 2.713
H -8.412 1.076 0.570
H 0.130 1.125 4.017
H 4.918 -1.847 2.913
H 7.246 -2.523 4.577
H -0.537 -4.082 0.355
H -3.002 -3.237 5.273
H -0.575 -0.893 -3.227
H 3.407 -3.421 -0.582
H -2.038 2.732 0.265
H 0.145 6.956 -1.649
H 1.685 0.267 -6.206
H 0.935 -1.564 -2.656
H -7.595 3.965 0.549
H -1.194 -3.124 -8.382
H 5.565 -5.306 1.862
H 0.289 6.161 0.906
H -0.718 -1.899 -1.842
H -3.735 -4.833 3.741
H -1.417 0.255 7.884
H -7.374 2.923 -1.660
H -1.818 0.801 -2.790
H 1.208 -3.038 -7.458
H 1.749 -1.017 -0.354
H 1.280 -0.210 8.799
H 2.386 3.311 -0.481
H 0.149 -0.207 -5.345
H 1.843 6.117 -6.263
H -0.051 8.527 0.503
H 0.296 -5.537 0.903
H 2.320 -3.248 2.953
H -0.289 -0.806 7.488
H 3.488 0.850 7.761
H 4.469 4.211 -3.145
H 0.618 -2.413 -5.841
H 1.667 8.804 0.282
H -4.743 -0.810 6.152
H 3.549 3.426 0.908
H -3.614 -0.608 0.124
H 1.873 6.746 -1.674
H -9.040 2.225 1.514
H 0.156 0.991 9.360
H -2.707 -4.781 -3.176
H 4.170 -3.895 5.828
H -6.273 1.183 -4.071
H -0.191 2.809 5.406
H 6.163 -3.740 3.879
H -1.021 -4.420 -3.354
H 3.426 -0.345 2.034
H 3.534 -4.774 3.313
H -3.399 -4.381 1.150
H 0.370 4.579 2.505
H 1.444 0.136 -9.205
H -1.914 0.469 -6.235
H -0.384 -1.806 0.509
H 1.165 -5.205 3.432
H -0.611 -3.101 6.175
H -4.670 3.306 -4.477
H -1.035 3.964 7.444
H 4.786 -6.404 3.943
H -1.569 -2.283 -4.312
H 1.608 -1.564 -9.172
H 1.993 3.234 -6.146
H -3.019 1.660 1.183
H 3.946 -4.328 -6.252
H -1.250 0.279 4.448
H -3.778 0.061 -8.554
H -6.654 2.771 2.283
H -2.946 2.986 -4.477
H -0.298 4.221 4.187
H -2.810 -6.724 2.868
H 1.124 8.271 1.797
H -0.670 3.622 -1.609
H -0.250 0.978 -9.507
H 1.131 -3.716 -2.046
H -2.195 -6.159 4.814
H -3.346 -0.134 -1.435
H 3.237 2.330 8.699
H 1.385 -3.761 1.511
H 2.416 -2.240 1.620
H 1.789 1.184 9.895
H -2.338 7.040 -4.806
H 1.432 1.924 -1.791
H -4.227 -2.814 -4.207
H 3.730 -5.449 -2.086
H -0.706 0.981 1.700
H -3.476 1.995 -0.472
H -1.049 -7.059 2.420
H 2.143 5.429 -3.405
H -2.224 1.665 -7.447
H 5.762 -0.675 3.887
H 3.048 6.963 0.683
H -1.925 6.122 -6.271
H -4.269 1.207 -5.620
H -1.592 -0.736 6.361
H -6.410 1.640 -0.922
H 5.944 3.521 0.115
H -2.687 -3.004 -6.435
H 3.813 -7.496 0.625
H 4.749 -3.468 -1.423
H -2.833 -4.609 -5.712
H -4.879 0.251 2.644
H -1.757 -0.310 1.947
H -3.013 -1.460 -9.382
*
```

These are the Löwdin partial charges, in e, on atoms 1 to 99: O -0.19; O -0.08; O -0.07; O -0.19; O -0.18; O -0.05; O -0.07; O -0.04; O -0.10; O -0.07; O -0.21; O -0.05; O -0.21; O -0.03; O -0.07; N -0.02; N 0.05; N 0.04; N 0.06; N -0.03; N 0.06; N -0.10; N -0.03; N 0.05; C -0.05; C -0.04; C -0.24; C -0.11; C -0.14; C -0.05; C -0.01; C -0.45; C -0.13; C -0.36; C -0.06; C -0.05; C -0.07; C -0.05; C -0.05; C -0.04; C -0.05; C -0.17; C -0.25; C -0.16; C -0.23; C -0.42; C -0.05; C -0.47; C -0.44; C -0.13; C -0.12; C -0.15; C -0.57; C -0.05; C -0.46; C -0.02; C -0.04; C -0.08; C -0.16; C -0.17; C -0.02; C -0.06; C -0.48; C -0.05; C -0.54; C -0.03; C -0.02; C -0.03; C -0.04; C -0.44; C -0.03; C -0.11; C 0.00; C -0.04; C -0.03; C -0.40; C -0.50; C -0.17; C -0.16; C -0.14; C -0.52; C -0.04; C -0.01; C -0.04; C -0.10; C -0.06; C -0.02; C -0.04; C -0.51; C -0.53; C -0.06; C -0.01; C -0.14; C -0.50; C -0.44; C -0.22; C -0.49; C -0.48; H 0.07